(1)
The following is a quantum chemistry calculation of an isolated molecule of C4H12N2 in a non-equilibrium geometry, from the OMol25 dataset.

Structure (XYZ):
```
18
Properties=species:S:1:pos:R:3:forces:R:3
C -0.173 -1.827 -1.034 0.602 2.406 -1.223
N -1.278 -0.818 -0.886 -0.547 -1.194 -0.728
C -1.227 0.574 -0.415 1.020 -0.073 2.299
C 0.182 1.220 -0.470 -0.280 -1.966 0.727
C 1.048 0.473 0.582 0.468 0.092 0.353
N 1.241 1.184 1.845 -1.387 0.779 1.471
H -0.482 -2.476 -1.854 0.448 0.314 -0.548
H -0.036 -2.552 -0.250 0.143 0.264 1.154
H 0.797 -1.240 -1.233 -1.381 -1.463 0.007
H -1.998 -1.351 -0.407 -0.203 0.731 -0.176
H -1.416 0.415 0.703 -0.311 1.261 -1.051
H -1.910 1.368 -0.846 0.064 -1.696 0.048
H 0.582 1.038 -1.476 0.052 0.595 0.180
H 0.068 2.262 -0.194 0.322 0.259 -0.300
H 0.577 -0.479 0.804 -0.013 -0.315 -0.296
H 2.070 0.276 0.259 -0.075 -0.096 -0.493
H 0.326 1.367 2.314 0.623 0.151 -0.894
H 1.629 0.565 2.558 0.455 -0.051 -0.530
```
Forces are in eV/Å.

Computed properties:
Frontier orbital gap in eV: 9.31
Highest occupied orbital energy in eV: -8.3
ΔE to the lowest compared entry with this formula, charge and spin in kJ/mol: 183.1
F_max in eV Å⁻¹: 2.77
E_tot in eV: -7321.13061

(2)
The following is a quantum chemistry calculation of a structure of composition CCl2Na5O11 in a non-equilibrium geometry, from the OMol25 dataset.

Structure (XYZ):
```
19
Properties=species:S:1:pos:R:3:forces:R:3
Na -0.870 0.627 10.300 -1.018 0.409 0.179
Na 1.077 -4.090 11.642 -0.224 0.107 -0.059
Na -4.225 -5.480 13.217 -1.153 0.196 -0.574
Na -2.382 -1.614 16.520 -0.189 0.137 -0.216
Na -5.205 -0.655 10.819 -0.242 0.637 0.222
Cl -2.366 -2.215 12.475 -5.447 2.988 -4.945
O -2.779 -0.892 11.954 0.903 -0.763 0.781
O -2.318 -2.207 13.852 0.513 -0.282 4.717
O -3.405 -3.113 11.993 1.446 -0.728 0.835
O -1.100 -2.464 11.930 3.527 -1.665 -1.004
Cl -6.974 -4.209 12.513 -6.658 -2.745 -6.893
O -6.112 -4.157 11.390 6.426 0.292 -0.336
O -6.832 -5.474 13.214 2.095 0.593 1.905
O -7.034 -3.008 13.193 1.632 2.310 3.601
O -8.169 -4.316 11.715 -2.370 -0.328 1.988
C -4.992 2.234 10.713 5.923 2.496 -0.275
O -3.888 1.647 10.806 3.783 -1.390 -0.450
O -4.882 3.467 10.484 0.101 2.172 -0.631
O -5.966 1.673 10.914 -9.048 -4.435 1.156
```
Forces are in eV/Å.

Computed properties:
2S+1: 2
Frontier orbital gap in eV: 4.65
Total charge: +2
Highest occupied orbital energy in eV: -12.6
F_max in eV Å⁻¹: 10.14
E_tot in eV: -70657.45818

(3)
The following is a quantum chemistry calculation of a structure of composition C15H34AsN9O3PS4W in a non-equilibrium geometry, from the OMol25 dataset.

Structure (XYZ):
```
68
Properties=species:S:1:pos:R:3:forces:R:3
W 0.095 -2.474 0.519 0.474 1.543 0.688
N 3.372 -3.537 -0.331 -0.061 -0.049 -0.098
C 2.941 -2.391 -0.954 -0.074 0.009 0.061
N 3.695 -1.714 -1.814 0.036 0.146 0.055
N 2.970 -0.722 -2.240 -0.030 -0.194 -0.342
N 1.795 -0.794 -1.692 -0.184 -0.391 -0.019
N 1.710 -1.845 -0.829 0.286 -0.353 -0.236
C 2.597 -3.996 0.671 0.194 0.253 0.051
N 2.302 -5.250 1.060 0.091 0.030 0.153
N 1.260 -5.144 1.830 -0.100 -0.056 -0.023
N 0.946 -3.862 2.019 0.248 0.136 0.108
N 1.839 -3.111 1.332 -0.197 -0.219 -0.009
H 4.165 -4.046 -0.708 -0.047 -0.040 -0.028
C -2.506 -2.975 2.857 -0.052 0.130 0.050
As -0.982 -1.764 2.875 -0.760 -0.899 0.158
C -1.728 -0.046 3.343 0.288 0.070 0.000
C -0.110 -2.350 4.495 0.292 0.258 -0.095
S -0.692 -4.149 -0.393 -0.261 -0.592 -0.306
H -2.977 -2.913 3.838 -0.044 -0.016 -0.022
H -2.163 -3.995 2.691 0.019 0.010 0.006
H -3.231 -2.695 2.094 0.015 -0.005 -0.013
H -2.469 -0.267 4.112 -0.029 0.036 -0.019
H -2.180 0.476 2.510 0.023 -0.038 -0.041
H -0.934 0.568 3.763 -0.031 0.007 0.011
H -0.841 -2.170 5.285 0.004 -0.011 0.002
H 0.787 -1.766 4.694 0.009 -0.017 -0.006
H 0.133 -3.406 4.434 -0.046 -0.007 -0.017
C 3.701 2.757 -2.585 -0.100 -0.029 0.047
C 3.956 2.575 -1.113 0.221 0.170 -0.092
C 3.906 3.841 -0.296 -0.066 -0.031 0.041
O 2.971 1.544 -0.549 -0.052 0.013 0.422
P 1.475 1.601 -0.249 -0.464 -0.475 -0.993
S 0.856 0.600 1.315 0.152 -0.137 0.244
S 0.588 0.381 -1.906 0.647 0.862 -0.158
O 0.961 3.005 -0.627 -0.083 -0.020 0.484
C -0.375 3.634 -0.368 -0.137 0.114 0.013
C -0.477 4.026 1.085 0.060 0.013 -0.024
C -0.450 4.802 -1.320 0.042 -0.026 -0.017
H 4.444 3.456 -2.971 0.010 -0.009 -0.001
H 2.716 3.190 -2.762 0.014 0.026 -0.007
H 3.797 1.823 -3.133 0.002 -0.028 -0.014
H 4.891 2.049 -0.931 -0.044 -0.067 -0.011
H 3.056 4.467 -0.564 0.009 -0.007 0.004
H 4.817 4.403 -0.502 -0.001 0.006 -0.007
H 3.887 3.628 0.773 0.040 0.002 0.005
H -1.118 2.873 -0.631 0.036 -0.042 0.019
H 0.332 4.708 1.347 -0.013 0.016 0.002
H -0.444 3.165 1.751 0.000 -0.012 0.005
H -1.421 4.548 1.241 -0.002 0.005 0.003
H 0.272 5.568 -1.040 0.005 -0.001 -0.001
H -1.446 5.241 -1.270 -0.001 0.004 0.005
H -0.258 4.495 -2.347 -0.030 -0.006 -0.004
C -4.111 0.268 0.206 -0.036 -0.024 -0.018
C -3.478 -0.096 -1.124 0.067 -0.022 0.044
S -2.606 -1.666 -1.057 0.063 0.144 -0.116
O -1.260 -1.265 -0.261 -0.332 -0.156 0.101
C -2.099 -1.831 -2.783 -0.058 -0.028 0.030
C -3.303 -2.286 -3.607 0.034 -0.025 -0.038
H -4.523 1.274 0.134 -0.027 -0.009 -0.006
H -3.375 0.267 1.005 0.000 0.017 0.009
H -4.925 -0.408 0.462 0.011 -0.011 0.009
H -2.748 0.634 -1.478 -0.017 0.009 -0.031
H -4.234 -0.254 -1.897 0.025 0.020 -0.031
H -1.315 -2.589 -2.788 0.009 0.013 0.028
H -1.688 -0.875 -3.103 -0.033 -0.013 -0.015
H -3.763 -3.188 -3.202 0.006 -0.001 0.010
H -2.945 -2.521 -4.609 -0.016 0.004 -0.007
H -4.059 -1.510 -3.706 -0.001 0.002 -0.003
```
Forces are in eV/Å.

Computed properties:
Frontier orbital gap in eV: 6.41
Total charge: +3
Highest occupied orbital energy in eV: -17.8
ΔE to the lowest compared entry with this formula, charge and spin in kJ/mol: 273.9
F_max in eV Å⁻¹: 1.75
E_tot in eV: -150926.42323

(4)
The following is a quantum chemistry calculation of the ion C3H5N2O2 with charge +1 in a non-equilibrium geometry, from the OMol25 dataset.

Structure (XYZ):
```
12
Properties=species:S:1:pos:R:3:forces:R:3
C -0.501 1.602 1.517 0.847 1.254 0.778
C 0.252 0.639 0.724 0.379 -0.260 -0.167
C 1.131 1.513 -0.214 -0.932 -0.870 -0.237
N 1.223 2.843 0.263 -0.748 0.775 -0.050
N -0.570 -0.450 0.002 0.019 -0.109 -0.243
O -1.515 1.883 2.009 -0.491 -0.574 -0.394
O 2.268 1.985 0.396 1.165 -0.403 0.424
H 0.932 0.118 1.418 -0.228 0.061 -0.141
H 1.189 1.262 -1.272 -0.037 0.075 0.013
H -1.243 -0.017 -0.650 0.196 -0.259 0.187
H -1.097 -1.011 0.688 0.123 0.184 -0.256
H 0.051 -1.084 -0.525 -0.294 0.124 0.086
```
Forces are in eV/Å.

Computed properties:
Frontier orbital gap (spin up / spin down) in eV: 7.88 / 9.24
Total charge: +1
Highest occupied orbital energy (spin up / spin down) in eV: -12.6 / -14.0
ΔE to the lowest compared entry with this formula, charge and spin in kJ/mol: 550.1
F_max in eV Å⁻¹: 1.70
E_tot in eV: -10253.97516

(5)
The following is a quantum chemistry calculation of a cluster of 2 separate species, C2H11N4 in total in a non-equilibrium geometry, from the OMol25 dataset.

Structure (XYZ):
```
17
Properties=species:S:1:pos:R:3:forces:R:3
C -2.490 -0.206 0.165 0.507 3.591 -1.848
C -0.984 0.098 -0.104 -2.123 -1.552 1.461
N 2.573 -0.953 0.021 -1.516 0.964 0.507
N -0.211 -0.966 -0.131 3.458 3.275 -0.133
N -0.595 1.372 -0.225 -2.501 -0.365 2.089
N 0.670 1.868 -0.157 1.584 -0.730 -2.531
H -2.995 -0.058 -0.826 0.045 0.448 0.958
H -2.927 0.445 0.980 0.528 -0.691 -1.102
H -2.677 -1.202 0.331 0.068 -2.330 0.881
H 2.657 -1.907 0.237 0.400 -1.261 -0.322
H 3.091 -0.385 0.647 0.631 0.553 0.121
H 0.895 -0.801 -0.026 -1.652 -0.727 -0.022
H -0.491 -1.897 0.000 -1.058 -0.959 0.185
H -1.308 2.063 -0.030 -0.130 -0.163 -0.312
H 1.124 1.122 -0.645 1.607 0.498 -0.472
H 2.489 -0.653 -0.925 0.987 -0.283 -0.622
H 1.178 2.059 0.688 -0.838 -0.267 1.162
```
Forces are in eV/Å.

Computed properties:
Frontier orbital gap in eV: 10.93
Total charge: +1
Highest occupied orbital energy in eV: -14.0
ΔE to the lowest compared entry with this formula, charge and spin in kJ/mol: 227.8
F_max in eV Å⁻¹: 4.76
E_tot in eV: -8205.45371

(6)
The following is a quantum chemistry calculation of a structure of composition C6H10O6Pt in a non-equilibrium geometry, from the OMol25 dataset.

Structure (XYZ):
```
23
Properties=species:S:1:pos:R:3:forces:R:3
O -2.863 -0.603 0.082 -2.281 1.630 -0.990
C -2.774 0.390 0.892 5.810 -3.290 -0.886
O -1.779 0.601 1.684 -3.038 0.465 -0.269
C -0.476 -0.038 1.551 1.565 -1.421 0.692
C 0.561 0.965 1.091 -0.017 0.254 0.050
C 0.639 1.201 -0.416 0.085 0.187 -0.112
C 0.776 -0.041 -1.259 -0.017 -0.219 -0.441
O 1.982 -0.769 -0.780 -0.080 0.727 0.514
C 2.294 -1.895 -1.246 0.388 -0.772 -0.352
O 1.596 -2.439 -2.177 -0.135 -0.076 -0.181
O 3.311 -2.496 -0.771 -0.070 0.292 0.167
H -0.572 -0.902 0.887 -0.184 0.105 0.278
H -0.255 -0.374 2.569 -0.082 -0.053 -0.259
H 1.529 0.607 1.472 -0.257 0.034 -0.041
H 0.382 1.921 1.600 0.186 -0.149 0.016
H 1.481 1.868 -0.643 -0.208 -0.062 0.132
H -0.260 1.718 -0.783 0.129 -0.044 -0.080
H 0.949 0.202 -2.313 -0.114 -0.064 0.195
H -0.063 -0.740 -1.159 0.149 0.103 -0.141
H 3.516 -3.366 -1.161 0.157 -0.253 -0.121
Pt -3.147 2.900 1.103 1.154 13.362 5.609
O -3.344 1.428 0.440 -4.408 -8.183 -5.116
H -3.482 -0.139 -0.662 1.269 -2.575 1.336
```
Forces are in eV/Å.

Computed properties:
2S+1: 4
Frontier orbital gap (spin up / spin down) in eV: 9.49 / 6.57
Total charge: +3
Highest occupied orbital energy (spin up / spin down) in eV: -22.9 / -22.9
F_max in eV Å⁻¹: 14.54
E_tot in eV: -21874.24162

F_max of number 3 (C15H34AsN9O3PS4W)? 1.75 eV Å⁻¹

Repeat the sixth record exactly.
The following is a quantum chemistry calculation of a structure of composition C6H10O6Pt in a non-equilibrium geometry, from the OMol25 dataset.

Structure (XYZ):
```
23
Properties=species:S:1:pos:R:3:forces:R:3
O -2.863 -0.603 0.082 -2.281 1.630 -0.990
C -2.774 0.390 0.892 5.810 -3.290 -0.886
O -1.779 0.601 1.684 -3.038 0.465 -0.269
C -0.476 -0.038 1.551 1.565 -1.421 0.692
C 0.561 0.965 1.091 -0.017 0.254 0.050
C 0.639 1.201 -0.416 0.085 0.187 -0.112
C 0.776 -0.041 -1.259 -0.017 -0.219 -0.441
O 1.982 -0.769 -0.780 -0.080 0.727 0.514
C 2.294 -1.895 -1.246 0.388 -0.772 -0.352
O 1.596 -2.439 -2.177 -0.135 -0.076 -0.181
O 3.311 -2.496 -0.771 -0.070 0.292 0.167
H -0.572 -0.902 0.887 -0.184 0.105 0.278
H -0.255 -0.374 2.569 -0.082 -0.053 -0.259
H 1.529 0.607 1.472 -0.257 0.034 -0.041
H 0.382 1.921 1.600 0.186 -0.149 0.016
H 1.481 1.868 -0.643 -0.208 -0.062 0.132
H -0.260 1.718 -0.783 0.129 -0.044 -0.080
H 0.949 0.202 -2.313 -0.114 -0.064 0.195
H -0.063 -0.740 -1.159 0.149 0.103 -0.141
H 3.516 -3.366 -1.161 0.157 -0.253 -0.121
Pt -3.147 2.900 1.103 1.154 13.362 5.609
O -3.344 1.428 0.440 -4.408 -8.183 -5.116
H -3.482 -0.139 -0.662 1.269 -2.575 1.336
```
Forces are in eV/Å.

Computed properties:
2S+1: 4
Frontier orbital gap (spin up / spin down) in eV: 9.49 / 6.57
Total charge: +3
Highest occupied orbital energy (spin up / spin down) in eV: -22.9 / -22.9
F_max in eV Å⁻¹: 14.54
E_tot in eV: -21874.24162

What is the formula in the first record? C4H12N2

Among the records above, which one has the lowest E_tot? C15H34AsN9O3PS4W